1.
A structure of composition C33H52B2N6O4PSr. Source: OMol25; level of theory: wB97M-V/def2-TZVPD.

```
99
Properties=species:S:1:pos:R:3:nbo_charge:R:1
Sr -0.34 -1.15 -0.89 1.666
C 2.04 -3.81 -0.41 -0.667
C 0.73 -4.18 0.20 0.181
C 0.30 -5.44 0.64 -0.365
C -1.01 -5.24 1.05 0.175
C -1.94 -6.26 1.63 -0.634
N -1.30 -3.94 0.86 -0.321
N -0.24 -3.30 0.36 -0.379
B -2.66 -3.24 1.03 0.541
N -3.26 -2.90 -0.35 -0.320
N -2.76 -1.95 -1.13 -0.353
C -3.55 -1.82 -2.18 0.144
C -3.30 -0.83 -3.27 -0.634
C -4.61 -2.73 -2.08 -0.369
C -4.39 -3.40 -0.89 0.180
C -5.23 -4.48 -0.28 -0.635
N -2.51 -1.93 1.82 -0.321
N -1.91 -0.85 1.32 -0.340
C -2.05 0.14 2.18 0.142
C -1.49 1.49 1.93 -0.628
C -2.76 -0.31 3.30 -0.371
C -3.04 -1.64 3.03 0.178
C -3.79 -2.61 3.88 -0.635
H 2.74 -4.64 -0.32 0.205
H 1.88 -3.58 -1.46 0.256
H 2.45 -2.92 0.06 0.233
H 0.85 -6.36 0.63 0.207
H -1.40 -7.20 1.76 0.214
H -2.32 -5.93 2.59 0.218
H -2.79 -6.43 0.97 0.213
H -3.40 -3.97 1.61 -0.053
H -2.39 -0.28 -3.06 0.239
H -3.19 -1.34 -4.22 0.213
H -4.14 -0.14 -3.35 0.203
H -5.42 -2.88 -2.77 0.206
H -6.08 -4.68 -0.93 0.214
H -4.65 -5.39 -0.16 0.216
H -5.60 -4.18 0.70 0.219
H -1.21 1.57 0.88 0.223
H -2.23 2.26 2.18 0.200
H -0.60 1.66 2.53 0.228
H -3.03 0.24 4.18 0.206
H -4.06 -2.14 4.82 0.213
H -4.71 -2.93 3.38 0.216
H -3.19 -3.49 4.08 0.218
C -3.56 4.62 -1.89 -0.613
C -3.17 3.23 -1.41 -0.697
P -1.55 2.49 -1.97 0.801
C -1.75 2.74 -3.81 -0.693
C -0.55 2.20 -4.59 -0.635
C -0.42 3.94 -1.57 -0.704
C 1.03 3.50 -1.44 -0.602
H -4.53 4.91 -1.47 0.202
H -3.65 4.66 -2.97 0.200
H -2.83 5.36 -1.57 0.202
H -3.94 2.51 -1.70 0.219
H -3.13 3.22 -0.31 0.220
H -1.91 3.80 -4.05 0.197
H -2.65 2.18 -4.09 0.215
H 0.31 2.85 -4.45 0.193
H -0.78 2.17 -5.66 0.194
H -0.30 1.20 -4.24 0.266
H -0.75 4.34 -0.61 0.213
H -0.52 4.72 -2.33 0.201
H 1.13 2.79 -0.62 0.226
H 1.68 4.35 -1.26 0.195
H 1.36 3.00 -2.35 0.206
C 0.89 -2.20 -4.78 -0.726
C 0.28 -1.85 -3.41 0.787
O 0.15 -2.77 -2.59 -0.790
O -0.02 -0.66 -3.20 -0.828
H 0.98 -3.28 -4.88 0.210
H 1.87 -1.74 -4.86 0.219
H 0.25 -1.80 -5.57 0.210
C 6.87 2.46 3.87 -0.594
C 5.77 3.27 3.18 -0.068
C 4.83 3.82 4.27 -0.603
C 6.39 4.47 2.45 -0.594
C 5.04 2.39 2.18 -0.033
C 5.78 1.79 1.16 -0.237
C 5.22 0.98 0.19 -0.257
C 3.86 0.75 0.26 0.224
O 3.04 0.02 -0.52 -0.686
B 1.71 0.12 -0.01 0.257
O 1.82 0.96 1.14 -0.708
C 3.10 1.33 1.29 0.308
C 3.67 2.16 2.24 -0.295
H 7.40 3.09 4.58 0.193
H 7.58 2.07 3.16 0.206
H 6.44 1.62 4.41 0.211
H 5.40 4.44 4.97 0.200
H 4.37 3.01 4.83 0.211
H 4.06 4.44 3.83 0.209
H 6.87 5.14 3.16 0.193
H 5.61 5.02 1.93 0.211
H 7.13 4.15 1.72 0.206
H 6.85 1.97 1.11 0.193
H 5.82 0.54 -0.59 0.212
H 3.04 2.59 3.00 0.212
```

## Properties
Charge: -1
HOMO-LUMO gap (eV): 6.438
Max |F| (eV/Å): 2.48

2.
A structure of composition C33H52Cl3CrN2O2SSe2Si2Te3. Source: OMol25; level of theory: wB97M-V/def2-TZVPD.

```
101
Properties=species:S:1:pos:R:3:lowdin_spin:R:1
Cr -1.60 0.54 -1.37 3.032
Se -0.51 -0.22 -3.54 0.046
Te -0.13 -0.73 -5.94 0.005
Te -4.16 -1.11 -4.97 -0.032
Se -2.99 0.18 -3.24 -0.040
C -3.53 -2.38 -1.32 0.022
C -2.08 -2.50 -0.84 0.024
O -1.64 -3.66 -0.63 0.131
N -1.40 -1.40 -0.64 0.240
Te 0.66 -2.29 -0.32 0.309
C 2.04 -4.00 -0.01 0.138
C 2.28 -4.65 1.19 0.021
C 1.45 -4.40 2.41 0.004
C 3.31 -5.59 1.26 0.002
C 4.07 -5.92 0.15 0.010
C 5.21 -6.91 0.25 0.002
C 3.75 -5.33 -1.06 0.003
C 2.73 -4.39 -1.16 0.023
C 2.41 -3.81 -2.52 0.006
C 0.96 -1.46 1.61 0.010
C -0.07 -1.43 2.55 0.004
C -1.32 -2.25 2.41 0.003
C 0.09 -0.68 3.71 0.000
C 1.27 0.00 3.99 0.003
C 1.40 0.85 5.21 0.001
C 2.33 -0.15 3.10 0.000
C 2.20 -0.87 1.93 0.007
C 3.41 -1.10 1.07 0.012
H -4.07 -3.27 -1.02 0.000
H -3.55 -2.31 -2.41 -0.001
H -4.03 -1.49 -0.92 0.000
H 0.40 -4.27 2.14 0.001
H 1.76 -3.50 2.94 0.001
H 1.52 -5.25 3.10 0.000
H 3.51 -6.08 2.21 0.000
H 5.25 -7.36 1.24 0.000
H 6.17 -6.42 0.06 0.001
H 5.10 -7.71 -0.48 0.000
H 4.29 -5.61 -1.96 0.000
H 2.78 -4.46 -3.30 0.000
H 2.86 -2.82 -2.66 0.001
H 1.33 -3.69 -2.67 0.002
H -1.18 -3.11 1.74 0.002
H -2.14 -1.67 2.00 0.000
H -1.62 -2.62 3.39 0.001
H -0.74 -0.62 4.41 0.000
H 0.50 0.80 5.82 0.000
H 1.57 1.89 4.94 0.000
H 2.25 0.53 5.83 0.000
H 3.29 0.31 3.33 0.000
H 4.20 -0.40 1.32 0.001
H 3.18 -1.03 0.00 0.007
H 3.80 -2.11 1.23 0.001
O 0.40 1.04 -0.81 0.023
S 1.11 1.86 -1.87 0.006
C 2.50 0.82 -2.41 0.004
C 3.78 1.46 -1.91 0.000
C 3.44 2.21 -0.63 0.000
C 2.18 2.97 -0.93 0.001
H 2.44 0.67 -3.48 0.000
H 2.29 -0.14 -1.92 0.004
H 4.16 2.17 -2.66 0.000
H 4.56 0.71 -1.76 0.000
H 4.24 2.87 -0.29 0.000
H 3.23 1.51 0.17 0.000
H 2.36 3.83 -1.58 0.000
H 1.61 3.30 -0.06 0.000
Cl -6.03 2.25 1.85 0.350
C -4.14 0.75 2.42 0.366
Cl -3.47 1.54 3.81 0.047
Cl -4.98 -0.75 2.72 0.043
C -3.36 0.76 1.32 0.085
N -2.71 0.77 0.37 0.117
C -3.16 3.56 -4.10 0.001
Si -3.40 3.40 -2.20 -0.003
C -3.82 5.20 -1.78 -0.002
C -4.98 2.43 -1.76 0.001
C -1.79 2.72 -1.45 -0.042
Si -1.34 3.59 0.17 -0.005
C -2.83 4.26 1.15 0.000
C -0.29 5.13 -0.26 -0.002
C -0.35 2.66 1.54 0.000
H -4.09 3.88 -4.57 0.000
H -2.83 2.64 -4.59 0.000
H -2.41 4.33 -4.29 0.000
H -4.42 5.59 -2.60 0.000
H -2.95 5.84 -1.68 0.000
H -4.41 5.29 -0.87 0.000
H -5.62 3.01 -1.10 0.000
H -4.79 1.48 -1.25 0.000
H -5.55 2.20 -2.67 0.000
H -1.05 3.01 -2.22 0.004
H -3.12 5.25 0.81 0.000
H -2.54 4.35 2.20 0.000
H -3.72 3.63 1.12 -0.001
H -0.95 5.99 -0.41 0.000
H 0.27 5.00 -1.19 0.000
H 0.41 5.39 0.53 0.000
H -0.99 2.54 2.41 0.000
H 0.50 3.28 1.87 0.000
H 0.04 1.68 1.28 0.000
```

## Properties
Charge: -2
HOMO-LUMO gap (alpha / beta) (eV): 5.222 / 5.256
2S+1: 6
Max |F| (eV/Å): 2.22

3.
A structure of composition C33H52F2N4OPRh. Source: OMol25; level of theory: wB97M-V/def2-TZVPD.

```
94
Properties=species:S:1:pos:R:3:lowdin_spin:R:1
Rh -0.75 2.89 0.20 2.719
N -1.57 2.86 2.36 0.137
C -2.94 2.35 2.42 0.015
C -3.02 1.07 1.58 0.010
N -2.49 1.27 0.23 0.130
C -3.47 1.53 -0.82 0.010
C -3.47 3.00 -1.24 0.015
N -2.11 3.39 -1.63 0.132
H -1.49 3.76 2.84 0.003
H -0.93 2.20 2.82 0.005
H -3.25 2.13 3.45 0.004
H -3.61 3.11 2.01 0.000
H -2.42 0.30 2.07 0.000
H -4.06 0.72 1.55 0.003
H -1.88 0.48 -0.01 0.006
H -3.22 0.93 -1.70 0.001
H -4.48 1.25 -0.50 0.002
H -4.19 3.15 -2.06 0.004
H -3.78 3.64 -0.41 0.001
H -1.80 2.84 -2.43 0.005
H -2.08 4.37 -1.89 0.003
F 4.20 0.73 0.48 -0.001
C 3.48 1.84 0.28 0.009
C 2.10 1.74 0.22 0.107
C 1.35 2.89 0.03 0.337
C 1.97 4.15 -0.10 0.080
C 3.36 4.19 -0.07 0.008
F 4.01 5.35 -0.21 0.002
C 4.13 3.05 0.13 0.047
C 1.11 5.34 -0.18 0.012
C 1.52 6.61 -0.60 0.009
C 0.63 7.66 -0.55 -0.002
C -0.66 7.45 -0.08 0.010
C -1.01 6.16 0.28 0.015
N -0.16 5.14 0.22 0.134
H 1.62 0.77 0.32 0.012
H 5.20 3.12 0.18 0.002
H 2.52 6.78 -0.96 0.001
H 0.94 8.65 -0.85 0.000
H -1.37 8.25 0.00 0.001
H -2.00 5.93 0.65 0.002
O -0.19 -0.61 0.13 0.009
P -0.01 -2.09 0.05 0.000
C 1.21 -2.61 -1.28 0.000
C 2.27 -3.63 -0.86 0.000
C 3.25 -3.87 -2.00 0.000
C 4.05 -2.61 -2.32 0.000
C 3.35 -1.34 -1.82 0.000
C 1.84 -1.42 -2.02 0.000
C -1.69 -2.82 -0.34 0.000
C -1.84 -4.34 -0.28 0.000
C -1.45 -5.06 -1.56 0.000
C -2.20 -4.49 -2.76 0.000
C -1.94 -3.00 -2.91 0.000
C -2.26 -2.23 -1.63 0.000
C 0.60 -2.85 1.68 0.000
C -0.43 -2.94 2.79 0.000
C -0.71 -1.64 3.56 0.000
C 0.47 -0.66 3.53 0.000
C 1.77 -1.44 3.46 0.000
C 1.90 -2.14 2.11 0.000
H 0.55 -3.13 -1.98 0.000
H 1.79 -4.57 -0.58 0.000
H 2.84 -3.26 -0.01 0.000
H 2.70 -4.21 -2.89 0.000
H 3.93 -4.68 -1.73 0.000
H 4.22 -2.54 -3.39 0.000
H 5.04 -2.66 -1.85 0.000
H 3.74 -0.48 -2.36 0.000
H 3.57 -1.19 -0.77 0.000
H 1.65 -1.53 -3.09 0.000
H 1.36 -0.49 -1.70 0.000
H -2.26 -2.38 0.49 0.000
H -2.90 -4.55 -0.08 0.000
H -1.28 -4.75 0.56 0.000
H -1.67 -6.12 -1.45 0.000
H -0.37 -4.97 -1.73 0.000
H -3.26 -4.67 -2.63 0.000
H -1.89 -5.01 -3.67 0.000
H -2.56 -2.61 -3.72 0.000
H -0.90 -2.84 -3.21 0.000
H -3.35 -2.20 -1.53 0.000
H -1.91 -1.20 -1.74 0.000
H 0.84 -3.88 1.39 0.000
H -0.05 -3.68 3.50 0.000
H -1.38 -3.33 2.41 0.000
H -0.93 -1.91 4.59 0.000
H -1.60 -1.16 3.16 0.000
H 0.45 -0.04 4.43 0.000
H 0.40 0.00 2.66 0.000
H 1.80 -2.17 4.26 0.000
H 2.62 -0.76 3.59 0.000
H 2.72 -2.85 2.16 0.000
H 2.16 -1.38 1.36 0.000
```

## Properties
Charge: +2
HOMO-LUMO gap (alpha / beta) (eV): 8.621 / 5.527
2S+1: 5
ΔE to the lowest compared entry with this formula, charge and spin (eV): 0.910
Max |F| (eV/Å): 2.72